[1]
The following is a DFT calculation (ωB97M-V/def2-TZVPD) of a molecular structure, C31H26ClI2InN7OS.

Each line ends with the Löwdin charge.
Geometry (Å):
In  0.37857  -0.75563  0.36871  0.677
I  5.94224  4.55411  1.29568  0.865
C  4.58711  3.08797  0.63449  -0.728
C  5.04421  2.00067  -0.09309  -0.221
C  4.13569  1.04841  -0.51151  -0.600
I  4.82343  -0.58354  -1.63831  0.990
C  2.75443  1.13410  -0.24282  -0.423
O  1.91715  0.22055  -0.69001  -0.230
C  2.33149  2.25137  0.50633  -0.166
C  0.87103  2.40928  0.82415  -0.119
N  0.35177  1.30451  1.66479  -0.076
C  1.08655  1.13925  2.92601  -0.111
C  2.32632  0.29571  2.74193  -0.261
C  3.50406  0.54768  3.42848  0.010
C  4.57690  -0.30985  3.24971  -0.021
C  4.44457  -1.39390  2.39343  -0.034
C  3.23931  -1.56878  1.74149  -0.123
N  2.20931  -0.74212  1.92070  0.011
C  3.24136  3.21054  0.92742  -0.116
H  6.09245  1.88719  -0.33258  0.085
H  0.71855  3.36936  1.32624  0.131
H  0.29251  2.40413  -0.10505  0.126
H  -0.61954  1.50848  1.87612  0.120
H  1.35791  2.10597  3.35989  0.136
H  0.43948  0.61182  3.63129  0.136
H  3.57564  1.40868  4.07987  0.127
H  5.50805  -0.13415  3.77174  0.121
H  5.26396  -2.07805  2.22597  0.117
H  3.07839  -2.38955  1.05159  0.117
H  2.89197  4.06602  1.49334  0.104
N  -2.67670  -2.01405  3.48183  0.092
C  -1.98645  -1.66776  2.38042  -0.841
S  -0.42369  -2.37863  2.18410  0.714
N  -2.59448  -0.83173  1.57254  0.006
N  -1.92807  -0.39469  0.49783  -0.036
C  -2.56085  0.23229  -0.43853  -0.158
C  -4.02000  0.48355  -0.42069  -0.181
C  -4.65483  1.04162  0.68925  -0.031
C  -6.02285  1.25572  0.67544  -0.065
C  -6.77963  0.89173  -0.42947  -0.069
C  -6.15849  0.32680  -1.53292  -0.066
C  -4.78751  0.13387  -1.53399  -0.038
C  -1.75918  0.63591  -1.61229  -0.212
C  -2.20477  1.60497  -2.50742  0.007
C  -1.43795  1.88781  -3.62550  -0.023
C  -0.24889  1.20283  -3.81846  -0.016
C  0.15355  0.29807  -2.85145  -0.094
N  -0.58205  0.02201  -1.77721  0.074
H  -2.32252  -2.73040  4.08836  0.091
H  -3.63836  -1.72600  3.55822  0.111
H  -4.07888  1.31545  1.55996  0.107
H  -6.50203  1.71006  1.53275  0.109
H  -7.85024  1.04721  -0.42555  0.110
H  -6.74407  0.04349  -2.39766  0.110
H  -4.30993  -0.31639  -2.39536  0.121
H  -3.13237  2.12779  -2.32711  0.125
H  -1.75906  2.63785  -4.33580  0.120
H  0.36584  1.37925  -4.68955  0.118
H  1.10500  -0.21140  -2.91967  0.108
Cl  2.37859  -3.51891  -4.42830  0.728
C  1.20376  -3.46730  -3.17385  -0.638
C  0.00191  -4.14759  -3.29009  -0.054
C  -0.90092  -4.07733  -2.24039  -0.019
C  -0.58378  -3.31400  -1.13259  -0.138
N  0.56719  -2.64117  -1.04137  0.000
C  1.45226  -2.71980  -2.03247  -0.163
H  -0.22362  -4.71779  -4.18122  0.121
H  -1.84337  -4.60400  -2.28488  0.120
H  -1.25492  -3.24192  -0.28592  0.076
H  2.37755  -2.16765  -1.91696  0.031

Total charge: +1
Energy relative to the best compared isomer or geometry (same formula, charge and spin) (kcal per mole): 0.0
Frontier orbital gap (eV): 7.12
E_tot (hartree): -3299.2713

[2]
The following is a DFT calculation (ωB97M-V/def2-TZVPD) of a molecular structure, C32H91F9N17O22S2Y in a non-equilibrium geometry.

Each line ends with the Löwdin charge.
Geometry (Å):
Y  0.50740  4.90003  -1.02922  1.799
C  4.79014  4.22996  0.81239  -0.669
F  5.08306  3.40310  -0.18262  0.150
F  4.08744  3.61993  1.74954  0.152
F  5.92948  4.67583  1.31947  0.154
S  3.86928  5.71954  0.12269  0.532
O  3.97582  6.78453  1.08734  -0.286
O  4.47268  6.00864  -1.15149  -0.281
O  2.47541  5.25818  -0.10586  -0.469
C  -2.49554  2.59951  -3.78474  -0.648
F  -2.62680  1.59608  -2.90775  0.118
F  -3.08388  2.26913  -4.91666  0.154
F  -3.13247  3.66501  -3.25774  0.113
S  -0.70715  3.06488  -4.05001  0.519
O  0.00819  1.86339  -4.39467  -0.286
O  -0.74534  4.07151  -5.07021  -0.265
O  -0.32332  3.61603  -2.73754  -0.440
C  0.41336  1.84216  1.11029  -0.454
O  0.14196  1.10421  -0.06929  -0.109
O  0.68542  3.11652  0.78266  -0.204
C  -0.69273  1.59497  2.16654  -0.528
F  -0.64588  2.46848  3.19321  0.120
F  -1.93390  1.72746  1.64545  0.122
F  -0.56480  0.40858  2.77026  0.128
C  -0.13651  -0.30892  0.06301  -0.214
C  -0.04637  -0.86119  -1.34934  -0.037
H  0.96772  -0.74203  -1.74122  0.055
H  -0.22736  -1.93587  -1.34184  0.057
H  -0.66647  -0.26209  -2.01856  0.078
H  -1.16479  -0.39212  0.42101  0.110
H  0.57000  -0.83566  0.70573  0.103
H  1.27674  1.34865  1.60623  0.157
C  3.00916  -8.13480  -0.52184  -0.059
C  1.61272  -7.61541  -0.26454  -0.433
C  1.17076  -6.46231  -1.16070  -0.196
O  2.17063  -5.45467  -1.15734  -0.227
C  1.68778  -4.22764  -1.66725  -0.106
N  0.70626  -8.77003  -0.39911  0.029
H  3.77349  -7.37296  -0.34710  0.055
H  3.13940  -8.40806  -1.57453  0.084
H  3.28820  -8.98522  0.09504  0.079
H  1.52218  -7.21562  0.74852  0.141
H  0.25292  -6.05808  -0.71778  0.115
H  1.01449  -6.80525  -2.19154  0.131
H  1.02048  -3.80283  -0.90158  0.077
H  1.15446  -4.32956  -2.61556  0.089
H  2.48009  -3.48383  -1.76499  0.083
H  0.53995  -8.93174  -1.39490  0.068
H  -0.24958  -8.51788  -0.14119  0.071
C  -0.19327  -1.05516  -8.55755  -0.067
C  -1.15177  0.10020  -8.24615  -0.417
C  -1.60068  0.06966  -6.80103  -0.218
O  -2.20551  -1.17433  -6.49036  -0.183
C  -2.50815  -1.31390  -5.13175  -0.116
N  -0.51036  1.40789  -8.40715  0.044
H  0.79196  -0.88250  -8.11159  0.070
H  0.04886  -1.10651  -9.62325  0.073
H  -0.64189  -1.99665  -8.24011  0.071
H  -2.02406  -0.04450  -8.88457  0.144
H  -2.32021  0.87729  -6.63061  0.115
H  -0.83701  0.28798  -6.04081  0.097
H  -3.11368  -0.47153  -4.78092  0.079
H  -1.56538  -1.34698  -4.56767  0.069
H  -3.05748  -2.22337  -4.90346  0.087
H  0.43290  1.38078  -8.03031  0.074
H  -0.33810  1.56280  -9.39789  0.073
C  5.40049  -5.01333  1.47905  -0.047
C  4.31798  -3.94881  1.67877  -0.428
C  4.62015  -2.72013  0.82603  -0.185
O  3.48939  -1.84965  0.89362  -0.245
C  3.67213  -0.60751  0.25457  -0.087
N  3.00880  -4.52388  1.43677  0.073
H  5.72673  -5.46951  2.41388  0.075
H  6.30702  -4.60958  1.01766  0.075
H  5.07243  -5.83190  0.83853  0.059
H  4.41884  -3.55608  2.69674  0.132
H  4.75938  -2.94859  -0.24105  0.131
H  5.47883  -2.15632  1.20991  0.131
H  4.50325  -0.07163  0.72309  0.101
H  2.76251  -0.03616  0.45321  0.064
H  3.76880  -0.70525  -0.83059  0.075
H  2.91163  -4.83277  0.45937  0.044
H  2.37198  -3.72921  1.33207  0.048
C  -4.27901  2.39486  3.18236  -0.051
C  -4.71112  3.82537  3.43276  -0.413
C  -4.45495  4.35905  4.83201  -0.204
O  -5.41340  3.82820  5.70762  -0.177
C  -5.46293  4.39332  6.98179  -0.119
N  -4.18277  4.74644  2.39251  0.030
H  -4.30375  2.16871  2.11696  0.062
H  -4.98690  1.74983  3.70306  0.091
H  -3.29524  2.18719  3.59932  0.066
H  -5.80256  3.88526  3.30379  0.139
H  -4.60962  5.44408  4.78181  0.129
H  -3.45349  4.02653  5.12689  0.134
H  -6.33136  3.98202  7.50099  0.089
H  -5.65710  5.47160  6.92100  0.088
H  -4.62207  4.17085  7.64619  0.091
H  -4.46974  4.37592  1.49239  0.074
H  -4.69349  5.62243  2.45967  0.086
C  -2.00488  -4.05333  -1.63346  -0.063
C  -2.81635  -3.12065  -0.74917  -0.416
C  -3.67427  -2.14165  -1.55612  -0.207
O  -4.21248  -1.20182  -0.67133  -0.213
C  -5.01463  -0.15241  -1.13588  -0.095
N  -3.62556  -3.94676  0.15224  0.062
H  -2.60209  -4.87071  -2.05438  0.085
H  -1.17255  -4.44868  -1.05455  0.053
H  -1.66610  -3.61292  -2.57374  0.069
H  -2.13867  -2.48708  -0.16909  0.116
H  -4.48045  -2.65179  -2.10809  0.137
H  -3.05598  -1.63707  -2.31600  0.104
H  -4.66295  0.17061  -2.12437  0.075
H  -4.89765  0.72182  -0.49546  0.078
H  -6.06177  -0.45588  -1.20180  0.092
H  -4.47051  -3.42636  0.36754  0.060
H  -3.91595  -4.78058  -0.34467  0.062
O  -0.44274  5.99659  0.83119  -0.133
H  -0.67033  5.62767  1.73423  0.039
H  -0.67041  6.93163  0.88149  0.085
O  -1.39632  5.16991  3.22846  -0.048
H  -2.25960  4.87564  2.87947  0.012
H  -0.90732  4.35934  3.39875  0.020
O  -1.65887  4.01595  -0.54503  -0.104
H  -2.56777  3.93166  -0.84921  0.079
H  -1.50795  3.26803  0.05654  0.048
C  2.75988  0.99417  5.70573  -0.689
O  3.56485  0.06078  5.75625  -0.014
N  1.54632  0.82891  5.11250  0.160
N  3.00647  2.27722  6.04451  0.159
H  1.40201  -0.02849  4.60940  0.052
H  0.95465  1.60303  4.87131  0.066
H  2.37122  3.03503  5.75489  0.044
H  3.94349  2.50992  6.31777  0.102
C  -3.89820  -1.51160  3.65996  -0.672
O  -4.37407  -2.32262  4.43854  0.017
N  -2.68261  -0.91129  3.83849  0.171
N  -4.49538  -1.15733  2.48646  0.165
H  -2.15022  -1.10380  4.66421  0.099
H  -2.28800  -0.46553  3.04307  0.042
H  -4.03910  -0.57562  1.81082  0.069
H  -5.37963  -1.58850  2.29642  0.103
C  2.51348  -1.60204  -4.25818  -0.665
O  3.31137  -1.03672  -3.50946  -0.006
N  1.31241  -1.07033  -4.60881  0.193
N  2.78561  -2.81902  -4.81259  0.162
H  0.53644  -1.53549  -5.04325  0.087
H  1.11015  -0.20365  -4.12777  0.067
H  3.67946  -3.18417  -4.53562  0.110
H  2.33287  -3.04190  -5.67959  0.100
C  2.68396  2.67958  -2.51425  -0.596
O  2.10610  3.68055  -2.04850  -0.132
N  2.50610  1.46386  -1.99059  0.237
N  3.53456  2.78446  -3.55041  0.213
H  1.85565  1.31066  -1.23299  0.086
H  2.97300  0.74334  -2.52715  0.065
H  3.54402  3.62859  -4.09327  0.123
H  4.06823  2.01000  -3.90259  0.114
C  0.38581  -2.46628  3.47867  -0.678
O  -0.46179  -2.53658  2.59896  0.012
N  0.14999  -2.98378  4.72922  0.164
N  1.66458  -2.02501  3.30372  0.173
H  0.86252  -2.82343  5.41904  0.095
H  -0.66292  -3.54169  4.90474  0.107
H  2.41356  -2.18860  3.95472  0.106
H  1.91397  -1.78569  2.35752  0.064
C  1.77275  5.09919  4.43476  -0.645
O  1.28850  4.24869  5.18639  -0.013
N  2.13254  6.33221  4.86313  0.175
N  1.96301  4.89115  3.10988  0.194
H  1.92562  6.52294  5.82682  0.110
H  2.57421  7.02158  4.28539  0.104
H  1.72677  4.00617  2.68532  0.080
H  2.38880  5.56091  2.49057  0.065

Frontier orbital gap (eV): 7.54
E_tot (hartree): -5593.9028

[3]
The following is a DFT calculation (ωB97M-V/def2-TZVPD) of a molecular structure, C13H10Cl5HgN in a non-equilibrium geometry.

Each line ends with the Löwdin charge.
Geometry (Å):
C  -1.56899  -3.44156  -1.85568  -0.217
C  -1.69266  -3.53048  -0.45457  -0.263
C  -0.52860  -3.05612  0.18909  -0.257
C  0.38499  -2.62250  -0.85340  -0.226
C  -0.25139  -2.86720  -2.14233  -0.197
Hg  -0.70292  1.14672  -0.17064  1.171
N  -1.30616  0.75102  -2.26697  -0.360
C  -2.59477  0.83870  -0.30702  -0.582
C  -2.59307  0.25019  1.00116  -0.241
H  -0.32724  -3.02479  1.23327  0.017
H  -2.59087  -3.93254  0.08366  0.058
H  1.35151  -2.19922  -0.71995  0.019
H  0.15847  -2.67069  -3.08465  0.021
H  -2.27891  -3.71772  -2.60474  0.029
H  -2.39083  -0.82227  1.16709  0.016
H  -3.07248  1.81865  -0.39812  0.043
H  -1.18126  -0.28075  -2.30397  -0.209
H  -2.73745  0.82844  1.91852  -0.018
H  -3.09616  0.02199  -0.93385  0.068
Cl  0.46308  4.18511  -0.77848  0.595
C  1.45593  3.14175  0.22303  -0.698
C  0.96110  1.86006  0.49623  -0.483
C  1.74652  1.06694  1.31830  -0.675
Cl  1.07652  -0.52188  1.72845  0.653
C  3.00010  1.45997  1.85534  -0.675
Cl  3.94533  0.36041  2.83742  0.604
C  3.47702  2.77781  1.56370  -0.755
Cl  4.95004  3.30314  2.18764  0.652
C  2.69251  3.63279  0.73016  -0.684
Cl  3.25062  5.24401  0.34130  0.593

Total charge: -2
Energy relative to the best compared isomer or geometry (same formula, charge and spin) (kcal per mole): 109.3
Frontier orbital gap (alpha / beta) (eV): 3.16 / 3.16
E_tot (hartree): -3010.2044